(1)
# C27H57Br2N3O4P2

A 2-piece molecular cluster, C27H57Br2N3O4P2 overall in a non-equilibrium geometry (ωB97M-V/def2-TZVPD, OMol25).

Properties
**HOMO level**: -8.523 eV
**Electronic energy**: -7358.95192 hartree
**LUMO energy**: 0.493 eV
**SMILES string**: [H]/N=C(/N)NCCCCP(CCCCCCCCCCCCC)/C(Br)=C(\C)Br.CCOP(=O)(OCC)OCC
**ΔE to the lowest compared entry with this formula, charge and spin**: 0.0 kcal per mole
**Charge**: 0
**HOMO-LUMO gap**: 9.02 eV

Geometry as XYZ:
```
95
Properties=species:S:1:pos:R:3:mulliken_charge:R:1
H -1.64666 3.93053 2.71943 0.341
N -1.64952 4.90819 3.01478 -0.603
C -0.53161 5.17423 3.53117 0.328
N -0.29740 6.48182 4.03915 -0.633
N 0.56292 4.23284 3.69581 -0.442
C 1.01213 3.62487 2.43864 -0.206
C 1.73655 2.30547 2.70938 -1.037
C 1.57528 1.28411 1.58236 -0.666
C 0.16325 0.66300 1.66016 -0.274
P -0.10623 -0.48567 0.24659 -0.151
C -0.67192 0.51436 -1.18493 0.111
C -0.78641 -0.37285 -2.43562 -1.138
C -1.10115 0.48944 -3.66370 -0.673
C -2.53462 1.08401 -3.59173 -0.989
C -2.58443 2.60165 -3.39969 -0.543
C -1.74002 3.38984 -4.42329 -0.156
C -2.36468 4.77511 -4.71596 -1.085
C -1.36276 5.93208 -4.59593 -1.273
C -1.02352 6.25606 -3.13149 -0.463
C 0.31513 5.65372 -2.62611 -0.377
C 1.28643 6.68574 -2.05395 -1.125
C 0.88929 7.31549 -0.69200 -0.607
C -0.20208 6.57980 0.08991 -0.553
C -1.48702 -1.61892 0.66669 0.301
Br -1.02423 -3.45931 0.71841 -0.167
C -2.73618 -1.24204 0.92538 0.457
C -3.22421 0.17985 0.95152 -0.987
Br -4.10252 -2.50703 1.34231 -0.175
H 0.25339 6.99448 3.35544 0.277
H 0.29086 6.40107 4.86149 0.314
H 0.22912 3.52190 4.33869 0.259
H 1.70046 4.32951 1.96496 0.332
H 0.18711 3.47675 1.73074 0.129
H 2.79118 2.51120 2.89860 0.380
H 1.34360 1.85347 3.62500 0.434
H 1.68995 1.73156 0.59332 0.286
H 2.27051 0.45873 1.73416 0.451
H 0.01658 0.13038 2.60188 0.518
H -0.54893 1.49630 1.66193 -0.144
H 0.02883 1.33193 -1.36889 0.349
H -1.65444 0.96072 -1.01561 -0.296
H -1.54885 -1.14400 -2.31553 0.400
H 0.18695 -0.85196 -2.57128 0.484
H -1.07760 -0.17920 -4.52717 0.299
H -0.33864 1.25695 -3.79378 0.410
H -3.09822 0.77889 -4.47425 0.491
H -3.02422 0.61055 -2.73403 0.368
H -2.24291 2.85777 -2.39314 0.105
H -3.62519 2.91140 -3.51674 0.466
H -0.75241 3.57154 -3.99705 0.041
H -1.62135 2.79597 -5.33049 0.526
H -3.18013 4.97897 -4.01919 0.407
H -2.79626 4.75350 -5.71949 0.440
H -0.47559 5.71634 -5.19529 0.421
H -1.85761 6.80462 -5.03140 0.388
H -1.81292 5.84416 -2.49699 0.195
H -1.01331 7.33465 -2.96611 0.626
H 0.15699 4.80090 -1.96166 0.096
H 0.80556 5.23217 -3.50985 0.631
H 2.28914 6.25479 -2.02769 0.429
H 1.34379 7.49789 -2.78505 0.301
H 0.63280 8.36630 -0.82108 0.377
H 1.78389 7.28921 -0.06404 0.345
H -0.50869 7.22414 0.91981 0.420
H 0.19175 5.68273 0.56656 -0.123
H -1.10431 6.37720 -0.48044 0.204
H -4.14871 0.23045 1.52348 0.533
H -3.46079 0.55595 -0.04293 0.177
H -2.50718 0.80621 1.47671 0.071
C 3.25771 -11.17418 3.48546 -0.963
C 2.73546 -11.19545 2.06110 -0.326
O 1.79432 -10.14320 1.81493 -0.308
P 2.32626 -8.65308 1.55248 0.992
O 3.11753 -8.61387 0.31136 -0.737
O 0.92608 -7.92170 1.16154 -0.338
C 0.81194 -7.10631 -0.00493 0.306
C 0.13170 -7.86448 -1.12374 -1.221
O 2.31015 -8.13593 3.06356 -0.306
C 2.53147 -6.72633 3.32232 -0.353
C 1.21922 -6.02530 3.61168 -0.792
H 3.87201 -10.29053 3.66614 0.247
H 3.86646 -12.05765 3.68085 0.402
H 2.43136 -11.14593 4.19532 0.251
H 3.55691 -11.13362 1.34231 0.304
H 2.20311 -12.12709 1.87485 0.302
H 1.78518 -6.73014 -0.31872 0.400
H 0.20572 -6.23999 0.27169 -0.254
H 0.66070 -8.79185 -1.34326 0.300
H 0.08919 -7.25973 -2.03084 0.364
H -0.88561 -8.13229 -0.83482 0.314
H 3.05699 -6.25711 2.48762 0.325
H 3.18111 -6.67283 4.19490 0.361
H 0.69449 -5.76947 2.69331 0.029
H 1.40029 -5.09783 4.15620 0.393
H 0.56223 -6.66652 4.19777 0.281
```

***

(2)
# C27H57CeN2OP3

C27H57CeN2OP3 as an isolated structure in a non-equilibrium geometry (ωB97M-V/def2-TZVPD, OMol25).

Properties
**HOMO level**: -5.806 eV
**Electronic energy**: -2746.91279 hartree
**LUMO energy**: 0.447 eV
**Charge**: 0
**HOMO-LUMO gap**: 6.25 eV

Geometry as XYZ:
```
91
Properties=species:S:1:pos:R:3:mulliken_charge:R:1
Ce -0.13529 0.15347 0.91892 -0.601
P 2.77148 -0.04923 0.00406 1.235
P -3.01011 0.13406 -0.26000 1.176
N -0.14149 1.40813 -0.79505 0.260
H 0.78743 -1.77758 1.91095 -0.495
C 3.20143 -1.50892 -1.02597 -1.088
H 4.28278 -1.70786 -0.99157 0.384
H 2.89655 -1.32622 -2.06557 0.362
H 2.65960 -2.38997 -0.65295 0.144
C 4.17522 -0.05950 1.19199 -1.373
H 5.12738 -0.18471 0.65676 0.500
H 4.04626 -0.89036 1.90016 0.345
H 4.19638 0.88011 1.76443 0.254
C 3.32466 1.29481 -1.12937 -1.355
H 4.42323 1.34697 -1.16798 0.458
H 2.92351 2.25316 -0.77506 0.254
H 2.92789 1.11180 -2.13613 0.386
C -3.97519 -1.20062 -1.06596 -1.411
H -5.04913 -1.06095 -0.87237 0.396
H -3.63686 -2.16308 -0.65660 0.322
H -3.77954 -1.18280 -2.14809 0.367
C -3.88359 0.16838 1.36182 -0.949
H -4.96277 0.05617 1.20016 0.547
H -3.67957 1.11604 1.87461 -0.067
H -3.51133 -0.65524 1.98723 0.232
C -3.72824 1.58960 -1.10550 -1.246
H -4.82400 1.58514 -1.02996 0.451
H -3.41909 1.55848 -2.15909 0.372
H -3.31660 2.50225 -0.65787 0.215
C -0.09535 2.02331 -1.98972 -0.042
C -0.02684 1.89740 -4.42985 -0.677
C -0.09529 1.25826 -3.20378 -0.330
C -0.03954 3.44932 -2.08460 -0.046
C 0.02141 4.07072 -3.31993 -0.512
C 0.03187 3.29808 -4.49284 -0.396
H -0.02062 1.29750 -5.34495 0.359
H -0.15375 0.17565 -3.10746 0.392
H -0.04544 4.01725 -1.15173 0.057
H 0.06059 5.16536 -3.37579 0.370
H 0.08494 3.80042 -5.46230 0.320
C -0.13433 -2.50113 1.87874 1.871
O -1.13799 -1.83079 1.15749 -0.526
C 0.30964 -3.78498 1.16774 -1.386
H 0.81048 -4.46436 1.86734 0.408
H 1.00548 -3.55907 0.35086 0.141
H -0.55560 -4.30246 0.73234 0.302
C -0.56835 -2.77668 3.31978 -1.258
H -1.62755 -3.06692 3.34913 0.277
H -0.43539 -1.89702 3.96297 0.006
H 0.02963 -3.58970 3.75148 0.441
C -0.94996 0.79478 5.80080 -1.892
C -1.44034 2.05655 5.07980 2.372
C -2.84438 1.72493 4.54916 -1.548
C -1.53004 3.20788 6.08992 -1.980
P -0.27446 2.51675 3.67981 0.226
N -0.47844 1.45339 2.49117 0.227
C -0.63990 4.22498 2.97682 2.725
C -0.04554 5.33364 3.86033 -2.027
C -0.08087 4.34319 1.54770 -2.124
C -2.15638 4.44084 2.88069 -1.964
C 1.53944 2.35260 4.18486 1.978
C 1.82484 3.05522 5.51901 -2.016
C 1.90243 0.85955 4.30056 -1.576
C 2.42940 2.97427 3.09523 -1.717
H -0.80907 -0.03694 5.09949 0.099
H -0.03914 0.95430 6.38662 0.255
H -1.73767 0.49856 6.50740 0.683
H -3.44346 1.38198 5.40369 0.608
H -3.36526 2.58024 4.10876 0.283
H -2.80283 0.91489 3.81454 -0.030
H -0.55166 3.49498 6.48917 0.315
H -2.02282 4.09853 5.68762 0.260
H -2.13388 2.86099 6.93795 0.542
H -0.40076 5.27986 4.89621 0.304
H 1.04927 5.34976 3.85882 0.317
H -0.38012 6.30091 3.45732 0.514
H -0.40905 3.50195 0.92589 -0.028
H -0.47204 5.27314 1.10635 0.696
H 1.01147 4.39470 1.50702 0.331
H -2.63674 3.65866 2.28157 0.124
H -2.64422 4.51028 3.85867 0.432
H -2.32594 5.39926 2.37034 0.612
H 1.32889 2.57582 6.36938 0.308
H 2.90794 2.99368 5.70156 0.547
H 1.56368 4.11913 5.50528 0.286
H 1.49694 0.28148 3.45797 0.215
H 2.99588 0.75657 4.27346 0.534
H 1.54477 0.40668 5.22976 0.278
H 2.20703 2.55635 2.10325 0.107
H 2.35893 4.06849 3.05865 0.216
H 3.47606 2.72843 3.33036 0.657
```

***

(3)
# C27H57ClN3O3

A 4-piece molecular cluster, C27H57ClN3O3 overall in a non-equilibrium geometry (ωB97M-V/def2-TZVPD, OMol25).

Properties
**HOMO level (spin up / spin down)**: -7.140 / -7.139 eV
**Electronic energy**: -1912.85668 hartree
**Spin multiplicity**: 2
**LUMO energy (spin up / spin down)**: 0.069 / -3.786 eV
**⟨S²⟩**: 0.7548
**Charge**: 0
**HOMO-LUMO gap (spin up / spin down)**: 7.21 / 3.35 eV

Geometry as XYZ:
```
91
Properties=species:S:1:pos:R:3:mulliken_charge:R:1
Cl -0.64941 -0.68816 -1.91341 -0.645
C -3.85180 -2.43382 0.05093 -1.819
C -4.06073 -1.10960 0.79954 1.733
C -2.77965 -0.96183 1.62603 -0.272
C -2.57791 0.45757 1.99529 -1.488
C -2.51594 1.38970 0.76247 0.077
C -3.84617 1.36560 -0.03587 1.351
N -4.22555 -0.04027 -0.31722 0.221
O -5.32958 -0.18838 -1.05846 -0.451
C -5.01068 2.06243 0.71957 -1.881
C -3.53014 2.32200 -1.24223 -1.507
C -5.25480 -1.23932 1.75268 -1.922
H -3.03429 -2.43972 -0.67001 0.301
H -4.68090 -2.76289 -0.57549 0.326
H -3.43625 -3.18564 0.72190 0.398
H -2.92220 -1.45325 2.58848 0.652
H -1.87042 -1.26924 1.10941 -0.229
H -1.75915 0.56587 2.70664 0.357
H -3.43823 0.82352 2.55567 0.432
H -1.66011 1.15697 0.12884 -0.671
H -2.33858 2.42413 1.05674 0.635
H -5.18555 1.56073 1.67131 0.323
H -4.89769 3.14468 0.78344 0.432
H -5.95131 2.03834 0.16935 0.417
H -4.48588 2.42096 -1.75688 0.450
H -3.25322 3.31050 -0.87577 0.210
H -2.77443 1.74720 -1.77758 0.300
H -5.10005 -2.15578 2.32211 0.460
H -6.25948 -1.40104 1.36210 0.467
H -5.52040 -0.41662 2.41656 0.334
H -6.04490 -0.03222 -0.43754 0.370
C 4.46207 -3.14205 -0.78397 -1.516
C 2.95949 -3.49857 -1.22056 1.012
C 3.01291 -5.02792 -1.67483 -1.069
C 2.96224 -5.97404 -0.49840 -0.744
C 1.66107 -5.66927 0.32669 -0.923
C 1.62166 -4.20501 0.93918 1.226
N 1.93466 -3.25999 -0.17023 0.505
O 1.79816 -1.90573 0.23010 0.092
C 0.18109 -3.96568 1.54404 -1.918
C 2.68615 -4.10068 2.02559 -1.613
C 2.61395 -2.65532 -2.52972 -1.653
H 4.97728 -3.07502 -1.74218 0.491
H 4.90534 -3.80831 -0.04390 0.335
H 4.59592 -2.17474 -0.29972 0.304
H 2.20076 -5.30097 -2.34858 0.433
H 3.90996 -5.23558 -2.25815 0.461
H 3.90178 -5.89418 0.04841 0.347
H 3.11107 -6.98816 -0.86923 0.438
H 1.82130 -6.45363 1.06642 0.455
H 0.83680 -5.75972 -0.38076 0.384
H 0.13659 -2.90781 1.80295 0.459
H -0.56832 -4.05443 0.75753 0.448
H 0.00527 -4.67617 2.35174 0.436
H 2.53937 -4.89678 2.75550 0.437
H 3.71170 -4.13815 1.65823 0.316
H 2.50749 -3.16801 2.56067 0.384
H 1.58118 -2.80533 -2.84433 0.441
H 3.17678 -2.87514 -3.43692 0.425
H 2.79705 -1.59064 -2.38466 0.348
H 1.04727 -1.59535 -0.28120 0.051
C 2.66340 1.58745 0.45260 -2.358
C 2.11696 3.03724 0.37056 2.462
C 3.22816 3.98319 0.21578 -1.541
C 2.81774 5.37960 -0.11771 -0.652
C 1.99916 5.35683 -1.41229 -1.315
C 0.80266 4.47897 -1.27358 1.477
N 1.24484 3.09251 -0.81162 -0.151
O 0.14186 2.22474 -0.80322 0.176
C -0.33037 5.08880 -0.51059 -1.227
C 0.26543 4.21602 -2.65460 -1.882
C 1.40928 3.25625 1.73678 -1.596
H 3.25064 1.32731 -0.42806 0.490
H 1.81826 0.90013 0.49043 0.342
H 3.33171 1.45437 1.30334 0.461
H 3.83794 4.01916 1.11854 0.427
H 4.05134 3.61888 -0.39884 0.450
H 3.65206 6.07557 -0.20511 0.414
H 2.12778 5.73299 0.64856 0.261
H 2.62753 5.03981 -2.24460 0.326
H 1.60403 6.31379 -1.75319 0.518
H -1.31280 4.62247 -0.58451 -0.097
H -0.12705 5.12528 0.55965 0.351
H -0.30755 6.12968 -0.83332 0.455
H 0.90572 3.70907 -3.37650 0.403
H -0.64483 3.63305 -2.51435 0.248
H -0.09898 5.11582 -3.15025 0.448
H 0.37304 2.91862 1.71918 0.019
H 1.43312 4.26760 2.14262 0.366
H 1.84401 2.69146 2.56148 0.455
H 0.43241 1.39335 -1.18528 0.115
```